Entry 1:
Below is a cluster of 2 separate species, C3H10NO2 in total, with properties calculated with ωB97M-V/def2-TZVPD.

Last columns: bonded neighbours and bond lengths (Å).
Element x y z (Å)
1 C 0.14 -0.03 1.66  N2 1.457, H6 1.092, H7 1.094, H8 1.095
2 N 0.28 0.32 0.25  C1 1.457, C3 1.473, H9 1.036
3 C 0.10 -0.84 -0.64  N2 1.473, C4 1.542, H10 1.094, H11 1.100
4 C -1.38 -1.28 -0.60  C3 1.542, O5 1.362, H12 1.113, H13 1.119
5 O -2.17 -0.18 -0.63  C4 1.362
6 H 0.27 0.85 2.29  C1 1.092
7 H -0.83 -0.47 1.88  C1 1.094
8 H 0.93 -0.75 1.93  C1 1.095
9 H -0.59 0.84 0.01  N2 1.036
10 H 0.34 -0.48 -1.64  C3 1.094
11 H 0.85 -1.61 -0.39  C3 1.100
12 H -1.57 -1.96 -1.46  C4 1.113
13 H -1.52 -1.92 0.30  C4 1.119
14 H 2.86 1.72 0.53  O16 0.955
15 H 1.53 1.18 -0.17  O16 1.059
16 O 2.39 1.79 -0.30  H14 0.955, H15 1.059

Summary:
multiplicity	1
net charge	-1
ΔE to the lowest compared entry with this formula, charge and spin	17.8	kcal/mol
orbital gap	0.2542	Ha


Entry 2:
Below is a cluster of 2 separate species, C3H10NO2 in total, with properties calculated with ωB97M-V/def2-TZVPD.

Last columns: bonded neighbours and bond lengths (Å).
Element x y z (Å)
1 C 1.27 -0.80 -0.69  N2 1.454, H6 1.093, H7 1.099, H8 1.094
2 N 0.31 0.26 -0.41  C1 1.454, C3 1.490, H9 1.029
3 C -0.71 -0.08 0.62  N2 1.490, C4 1.546, H10 1.100, H11 1.107
4 C -0.05 -0.03 2.01  C3 1.546, O5 1.344, H12 1.129, H13 1.120
5 O 0.77 1.02 2.19  C4 1.344
6 H 2.14 -0.34 -1.14  C1 1.093
7 H 1.63 -1.34 0.20  C1 1.099
8 H 0.73 -1.49 -1.34  C1 1.094
9 H 0.72 1.06 0.08  N2 1.029
10 H -1.57 0.60 0.47  C3 1.100
11 H -1.03 -1.12 0.45  C3 1.107
12 H -0.94 0.06 2.71  C4 1.129
13 H 0.39 -1.06 2.10  C4 1.120
14 H -0.67 0.65 -2.07  O16 1.007
15 H -1.85 1.51 -2.35  O16 0.949
16 O -1.13 1.12 -2.83  H14 1.007, H15 0.949

Summary:
multiplicity	1
net charge	-1
ΔE to the lowest compared entry with this formula, charge and spin	22.9	kcal/mol
orbital gap	0.2537	Ha


Entry 3:
Below is a cluster of 2 separate species, C3H10NO2 in total, with properties calculated with ωB97M-V/def2-TZVPD.

Last columns: bonded neighbours and bond lengths (Å).
Element x y z (Å)
1 C -0.66 -0.01 -1.15  O2 1.333, C3 1.587, H6 1.129, H7 1.165
2 O -1.24 0.93 -0.41  C1 1.333
3 C 0.17 -1.06 -0.29  C1 1.587, C4 1.568, N5 1.450, H8 1.088
4 C 1.66 -0.60 -0.21  C3 1.568, H9 1.107, H10 1.093, H11 1.082
5 N -0.36 -1.26 1.04  C3 1.450, H12 1.013, H13 1.009
6 H -0.15 0.42 -2.06  C1 1.129
7 H -1.48 -0.68 -1.63  C1 1.165
8 H 0.08 -1.99 -0.85  C3 1.088
9 H 1.64 0.49 -0.39  C4 1.107
10 H 1.84 -0.83 0.84  C4 1.093
11 H 2.40 -0.90 -0.95  C4 1.082
12 H -0.07 -0.44 1.55  N5 1.013
13 H -1.36 -1.38 1.07  N5 1.009
14 H -0.76 3.22 1.20  O16 0.959
15 H -0.92 1.76 0.67  O16 1.071
16 O -0.80 2.33 1.57  H14 0.959, H15 1.071

Summary:
multiplicity	1
net charge	-1
ΔE to the lowest compared entry with this formula, charge and spin	18.4	kcal/mol
orbital gap	0.2767	Ha


Entry 4:
Below is a cluster of 2 separate species, C3H10NO2 in total, with properties calculated with ωB97M-V/def2-TZVPD.

Last columns: bonded neighbours and bond lengths (Å).
Element x y z (Å)
1 C 0.91 -0.74 -1.43  C2 1.533, N5 1.470, H6 1.137, H7 1.114
2 C -0.52 -0.78 -0.88  C1 1.533, C3 1.653, H8 1.097, H9 1.203
3 C -0.71 0.55 0.08  C2 1.653, O4 1.406, H10 1.139, H11 1.131
4 O -1.17 0.31 1.38  C3 1.406
5 N 1.38 -1.87 -2.24  C1 1.470, H12 1.069, H13 1.044
6 H 1.69 -0.67 -0.61  C1 1.137
7 H 1.10 0.21 -1.99  C1 1.114
8 H -1.31 -1.04 -1.60  C2 1.097
9 H -0.78 -1.58 -0.03  C2 1.203
10 H -1.31 1.40 -0.40  C3 1.139
11 H 0.39 0.81 0.09  C3 1.131
12 H 0.87 -1.95 -3.18  N5 1.069
13 H 0.95 -2.65 -1.70  N5 1.044
14 H -0.62 2.79 2.95  O16 0.954
15 H -0.27 1.41 2.34  O16 0.987
16 O 0.12 2.20 2.78  H14 0.954, H15 0.987

Summary:
multiplicity	1
net charge	-1
ΔE to the lowest compared entry with this formula, charge and spin	30.9	kcal/mol
orbital gap	0.2613	Ha


Entry 5:
Below is a cluster of 2 separate species, C3H10NO2 in total, with properties calculated with ωB97M-V/def2-TZVPD.

Last columns: bonded neighbours and bond lengths (Å).
Element x y z (Å)
1 C -0.05 0.66 -0.21  O2 1.353, C3 1.533, H6 1.158, H7 1.130
2 O -1.24 0.23 -0.68  C1 1.353
3 C 0.81 -0.42 0.45  C1 1.533, C4 1.584, N5 1.464, H8 1.097
4 C 0.43 -0.61 1.97  C3 1.584, H9 1.086, H10 1.089, H11 1.086
5 N 0.73 -1.69 -0.29  C3 1.464, H12 1.021, H13 1.017
6 H -0.04 1.48 0.60  C1 1.158
7 H 0.57 0.95 -1.12  C1 1.130
8 H 1.89 -0.26 0.53  C3 1.097
9 H -0.61 -0.92 1.91  C4 1.086
10 H 1.22 -1.21 2.41  C4 1.089
11 H 0.54 0.33 2.50  C4 1.086
12 H -0.03 -2.21 0.14  N5 1.021
13 H 0.27 -1.51 -1.18  N5 1.017
14 H -1.88 1.39 -1.80  O16 1.024
15 H -0.84 1.79 -2.63  O16 0.966
16 O -1.78 2.01 -2.60  H14 1.024, H15 0.966

Summary:
multiplicity	1
net charge	-1
ΔE to the lowest compared entry with this formula, charge and spin	17.2	kcal/mol
orbital gap	0.2785	Ha


Entry 6:
Below is a cluster of 2 separate species, C3H10NO2 in total, with properties calculated with ωB97M-V/def2-TZVPD.

Last columns: bonded neighbours and bond lengths (Å).
Element x y z (Å)
1 C 0.50 -0.81 -1.17  C2 1.626, N5 1.513, H6 1.136, H7 1.145
2 C -0.96 -0.71 -0.47  C1 1.626, C3 1.700, H8 1.212, H9 1.126
3 C -1.03 0.72 0.45  C2 1.700, O4 1.407, H10 1.090, H11 1.138
4 O 0.08 1.21 1.16  C3 1.407
5 N 0.70 -2.20 -1.72  C1 1.513, H12 0.984, H13 1.009
6 H 1.28 -0.88 -0.34  C1 1.136
7 H 0.76 0.10 -1.82  C1 1.145
8 H -1.82 -0.70 -1.32  C2 1.212
9 H -1.13 -1.54 0.28  C2 1.126
10 H -1.87 0.59 1.12  C3 1.090
11 H -1.47 1.35 -0.39  C3 1.138
12 H 0.36 -2.31 -2.64  N5 0.984
13 H 1.53 -2.59 -1.32  N5 1.009
14 H 0.72 1.95 2.25  O16 1.067
15 H 1.51 3.25 2.82  O16 0.994
16 O 0.84 2.57 3.11  H14 1.067, H15 0.994

Summary:
multiplicity	1
net charge	-1
ΔE to the lowest compared entry with this formula, charge and spin	48.5	kcal/mol
orbital gap	0.2623	Ha


Entry 7:
Below is a cluster of 2 separate species, C3H10NO2 in total, with properties calculated with ωB97M-V/def2-TZVPD.

Last columns: bonded neighbours and bond lengths (Å).
Element x y z (Å)
1 C 0.13 1.51 0.47  N2 1.513, H6 1.119, H7 1.086, H8 1.087
2 N 0.79 0.22 0.02  C1 1.513, C3 1.507, H9 1.019
3 C -0.40 -0.71 -0.09  N2 1.507, C4 1.562, H10 1.092, H11 1.093
4 C -1.11 -1.07 1.25  C3 1.562, O5 1.366, H12 1.114, H13 1.103
5 O -0.25 -1.02 2.30  C4 1.366
6 H 0.90 2.17 0.95  C1 1.119
7 H -0.55 1.26 1.28  C1 1.086
8 H -0.43 1.98 -0.33  C1 1.087
9 H 1.21 -0.13 0.88  N2 1.019
10 H -0.03 -1.69 -0.38  C3 1.092
11 H -1.06 -0.30 -0.86  C3 1.093
12 H -1.50 -2.12 1.20  C4 1.114
13 H -1.96 -0.37 1.25  C4 1.103
14 H 1.18 0.05 -1.85  O16 0.981
15 H 1.96 0.03 -3.27  O16 0.958
16 O 1.13 0.19 -2.82  H14 0.981, H15 0.958

Summary:
multiplicity	2
net charge	0
ΔE to the lowest compared entry with this formula, charge and spin	13.5	kcal/mol
orbital gap (alpha / beta)	0.3967 / 0.2845	Ha


Entry 8:
Below is a cluster of 3 separate species, C3H10NO2 in total, with properties calculated with ωB97M-V/def2-TZVPD.

Last columns: bonded neighbours and bond lengths (Å).
Element x y z (Å)
1 C -0.08 1.14 -0.11  C2 1.335, N4 1.424, H5 1.075
2 C -0.63 2.34 0.05  C1 1.335, H6 1.082, H7 1.083
3 C -0.78 0.03 1.92  N4 1.297, H8 1.084, H9 1.086
4 N -0.09 0.07 0.83  C1 1.424, C3 1.297, H10 1.036
5 H 0.75 1.12 -0.80  C1 1.075
6 H -1.29 2.55 0.89  C2 1.082
7 H -0.44 3.02 -0.77  C2 1.083
8 H -1.45 -0.81 2.05  C3 1.084
9 H -0.68 0.95 2.50  C3 1.086
10 H 0.17 -0.81 0.35  N4 1.036
11 H -1.02 -0.29 -2.18  O13 0.964
12 H -0.98 -1.76 -2.57  O13 0.973
13 O -0.49 -1.09 -2.07  H11 0.964, H12 0.973
14 H 2.25 -1.31 -0.75  O16 0.961
15 H 1.53 -2.50 -0.01  O16 0.961
16 O 1.85 -1.60 0.07  H14 0.961, H15 0.961

Summary:
multiplicity	1
net charge	+1
ΔE to the lowest compared entry with this formula, charge and spin	68.1	kcal/mol
orbital gap	0.3306	Ha


Entry 9:
Below is a cluster of 3 separate species, C3H10NO2 in total, with properties calculated with ωB97M-V/def2-TZVPD.

Last columns: bonded neighbours and bond lengths (Å).
Element x y z (Å)
1 C -0.38 1.35 1.46  C2 1.319, N4 1.439, H5 1.081
2 C -1.48 0.76 1.04  C1 1.319, H6 1.081, H7 1.075
3 C 0.92 1.50 -0.60  N4 1.273, H8 1.079, H9 1.083
4 N 0.83 1.42 0.67  C1 1.439, C3 1.273, H10 1.017
5 H -0.28 1.95 2.35  C1 1.081
6 H -1.58 0.43 0.02  C2 1.081
7 H -2.32 0.64 1.71  C2 1.075
8 H 1.89 1.44 -1.06  C3 1.079
9 H 0.01 1.68 -1.15  C3 1.083
10 H 1.65 1.19 1.21  N4 1.017
11 H -1.07 -3.63 -1.32  O13 0.963
12 H -1.90 -2.38 -1.07  O13 0.962
13 O -1.00 -2.73 -0.99  H11 0.963, H12 0.962
14 H 0.43 -1.68 -0.89  O16 0.983
15 H 1.92 -1.52 -0.87  O16 0.966
16 O 1.12 -0.98 -0.83  H14 0.983, H15 0.966

Summary:
multiplicity	1
net charge	+1
ΔE to the lowest compared entry with this formula, charge and spin	43.0	kcal/mol
orbital gap	0.3795	Ha


Entry 10:
Below is a cluster of 2 separate species, C3H10NO2 in total, with properties calculated with ωB97M-V/def2-TZVPD.

Last columns: bonded neighbours and bond lengths (Å).
Element x y z (Å)
1 O 0.07 -1.24 1.47  C2 1.182
2 C 0.98 -0.95 0.78  O1 1.182, C3 1.568, H6 1.104
3 C 0.77 0.09 -0.37  C2 1.568, C4 1.521, N5 1.493, H7 1.090
4 C 1.62 1.34 -0.24  C3 1.521, H8 1.102, H9 1.090, H10 1.091
5 N -0.68 0.47 -0.40  C3 1.493, H11 1.020, H12 1.028, H13 1.045
6 H 2.06 -1.20 0.77  C2 1.104
7 H 1.07 -0.42 -1.29  C3 1.090
8 H 2.47 1.15 0.43  C4 1.102
9 H 2.12 1.67 -1.15  C4 1.090
10 H 1.19 2.23 0.24  C4 1.091
11 H -0.84 1.17 0.33  N5 1.020
12 H -0.89 0.94 -1.29  N5 1.028
13 H -1.37 -0.30 -0.32  N5 1.045
14 H -3.61 -1.38 0.29  O16 0.975
15 H -2.33 -2.24 0.47  O16 0.980
16 O -2.63 -1.33 0.28  H14 0.975, H15 0.980

Summary:
multiplicity	1
net charge	+1
ΔE to the lowest compared entry with this formula, charge and spin	22.3	kcal/mol
orbital gap	0.4141	Ha


Entry 11:
Below is a cluster of 2 separate species, C3H10NO2 in total, with properties calculated with ωB97M-V/def2-TZVPD.

Last columns: bonded neighbours and bond lengths (Å).
Element x y z (Å)
1 O 0.07 -2.05 -0.68  C2 1.208
2 C -0.88 -1.74 0.00  O1 1.208, C3 1.547, H6 1.100
3 C -0.86 -0.38 0.74  C2 1.547, N4 1.490, H7 1.075, H8 1.093
4 N -0.46 0.65 -0.26  C3 1.490, C5 1.504, H9 1.023, H10 1.037
5 C -0.84 2.09 -0.01  N4 1.504, H11 1.089, H12 1.083, H13 1.082
6 H -1.65 -2.50 0.15  C2 1.100
7 H -0.21 -0.41 1.59  C3 1.075
8 H -1.92 -0.23 0.96  C3 1.093
9 H -0.63 0.32 -1.21  N4 1.023
10 H 0.58 0.65 -0.27  N4 1.037
11 H -1.54 2.39 -0.79  C5 1.089
12 H -1.36 2.18 0.94  C5 1.083
13 H 0.07 2.67 -0.10  C5 1.082
14 H 2.92 0.10 0.63  O16 0.985
15 H 2.99 1.31 -0.35  O16 0.945
16 O 2.39 0.71 0.07  H14 0.985, H15 0.945

Summary:
multiplicity	1
net charge	+1
ΔE to the lowest compared entry with this formula, charge and spin	31.4	kcal/mol
orbital gap	0.4026	Ha


Entry 12:
Below is a cluster of 3 separate species, C3H10NO2 in total, with properties calculated with ωB97M-V/def2-TZVPD.

Last columns: bonded neighbours and bond lengths (Å).
Element x y z (Å)
1 C 0.35 -2.00 0.92  C2 1.300, N4 1.447, H5 1.036
2 C -0.90 -1.69 1.12  C1 1.300, H6 1.121, H7 1.165
3 C 1.33 0.33 0.85  N4 1.348, H8 1.170, H9 1.069
4 N 1.35 -1.00 0.62  C1 1.447, C3 1.348, H10 1.034
5 H 0.92 -2.86 1.00  C1 1.036
6 H -1.28 -0.67 1.38  C2 1.121
7 H -1.57 -2.61 0.86  C2 1.165
8 H 2.00 1.13 0.31  C3 1.170
9 H 0.48 0.77 1.31  C3 1.069
10 H 2.30 -1.39 0.70  N4 1.034
11 H -2.70 1.62 -1.69  O13 0.980
12 H -2.77 2.40 -0.34  O13 0.958
13 O -2.20 2.19 -1.08  H11 0.980, H12 0.958
14 H -0.22 1.52 -1.48  O16 1.004
15 H 1.04 1.29 -2.45  O16 0.980
16 O 0.65 1.04 -1.59  H14 1.004, H15 0.980

Summary:
multiplicity	1
net charge	+1
ΔE to the lowest compared entry with this formula, charge and spin	80.6	kcal/mol
orbital gap	0.3267	Ha


Which formula does entry 11 have? C3H10NO2


Which of these has the lowest ΔE to the lowest compared entry with this formula, charge and spin? number 7